No. 1
3 unconnected molecules or ions with the total composition C12H27FN2O6S3 at a distorted geometry. Source: OMol25; level of theory: the ωB97M-V functional and the def2-TZVPD basis.

Computed properties:
SMILES: CCCCNNS(=O)(=O)F.O=S1(=O)CCCC1.O=S1(=O)CCCC1
Net charge: 0
LUMO level (eV): 0.55
Frontier orbital gap (eV): 9.960

CARTESIAN COORDINATES (ANGSTROEM)
C (-0.6568, 0.9356, -0.7891)
C (-1.2955, 2.2639, -0.4012)
C (-2.5879, 2.5646, -1.1746)
C (-3.8165, 2.8141, -0.3030)
N (-4.6695, 1.6306, -0.1438)
N (-5.3826, 1.3943, -1.3674)
S (-6.8986, 0.8040, -1.1362)
O (-7.5151, 1.4561, -0.0510)
O (-7.5581, 0.8878, -2.3684)
F (-6.7705, -0.7039, -0.7886)
H (-0.2474, 0.9612, -1.7969)
H (-1.3318, 0.0961, -0.6717)
H (0.1855, 0.7521, -0.1260)
H (-0.5670, 3.0264, -0.6789)
H (-1.4044, 2.3437, 0.6771)
H (-2.4318, 3.4777, -1.7441)
H (-2.8010, 1.7991, -1.9161)
H (-4.4120, 3.5796, -0.8145)
H (-3.5751, 3.2369, 0.6658)
H (-5.3083, 1.8302, 0.6175)
H (-4.8653, 0.7007, -1.9061)
O (-0.7836, -2.3140, -1.0606)
S (0.0665, -2.5242, 0.0861)
O (0.0341, -1.6332, 1.2221)
C (-0.1496, -4.2072, 0.6535)
C (0.8801, -5.0057, -0.1397)
C (2.1602, -4.1593, -0.1338)
C (1.7607, -2.7191, -0.4753)
H (-1.1753, -4.5221, 0.4764)
H (0.0707, -4.2261, 1.7204)
H (1.0427, -5.9899, 0.2969)
H (0.5332, -5.1451, -1.1659)
H (2.6123, -4.1892, 0.8594)
H (2.8980, -4.5368, -0.8393)
H (2.3926, -1.9970, 0.0318)
H (1.7785, -2.5400, -1.5485)
O (4.5026, -0.7122, 2.3662)
S (4.2962, -0.1225, 1.0685)
O (4.3847, -0.9113, -0.1376)
C (2.7456, 0.7645, 1.0827)
C (3.1198, 2.1655, 1.5557)
C (4.4137, 2.5278, 0.8130)
C (5.3552, 1.3202, 0.9148)
H (2.0397, 0.2556, 1.7370)
H (2.3659, 0.7802, 0.0616)
H (2.3228, 2.8793, 1.3529)
H (3.3006, 2.1587, 2.6326)
H (4.1861, 2.7297, -0.2355)
H (4.8791, 3.4222, 1.2241)
H (5.9779, 1.2098, 0.0309)
H (5.9799, 1.3686, 1.8044)



No. 2
A molecular structure, C12H27LiNO2Sb. Source: OMol25; level of theory: the ωB97M-V functional and the def2-TZVPD basis.

Computed properties:
Net charge: 0
Energy relative to the best compared isomer or geometry (same formula, charge and spin) (kcal per mole): 0.84
LUMO level (eV): 0.37
Frontier orbital gap (eV): 8.721

CARTESIAN COORDINATES (ANGSTROEM)
Li (-2.2388, -1.1984, 0.2253)
N (-3.6768, -0.0790, 1.6382)
C (-3.2502, -0.3704, 3.0265)
C (-2.9625, -1.8711, 3.1957)
C (-2.2696, -2.2670, 1.9076)
O (-1.1350, -1.7551, 1.6795)
O (-2.9582, -2.8230, 1.0130)
H (-3.8928, 0.9069, 1.5461)
H (-4.5304, -0.5902, 1.4330)
H (-3.9876, -0.0411, 3.7641)
H (-2.3243, 0.1778, 3.1988)
H (-3.8820, -2.4444, 3.3089)
H (-2.3270, -2.0202, 4.0676)
C (-0.3060, 1.9271, 1.4029)
C (0.7829, 1.0116, 0.8517)
C (2.0924, 1.7712, 0.6768)
Sb (0.0247, -0.0402, -0.8844)
C (0.7250, 1.1164, -2.5830)
C (2.2293, 1.1800, -2.8239)
C (0.1115, 2.5143, -2.5226)
C (1.3229, -1.7692, -0.9023)
C (2.7551, -1.5545, -0.4315)
C (1.2639, -2.4393, -2.2727)
H (0.0083, 2.3654, 2.3550)
H (-1.2379, 1.3851, 1.5696)
H (-0.5165, 2.7522, 0.7168)
H (0.9285, 0.1866, 1.5558)
H (1.9725, 2.6151, -0.0055)
H (2.8951, 1.1422, 0.2951)
H (2.4179, 2.1797, 1.6390)
H (0.2692, 0.5830, -3.4238)
H (2.7507, 1.6858, -2.0115)
H (2.4336, 1.7408, -3.7419)
H (2.6707, 0.1908, -2.9399)
H (0.5194, 3.0942, -1.6915)
H (-0.9734, 2.4810, -2.4021)
H (0.3290, 3.0662, -3.4416)
H (0.8130, -2.4095, -0.1782)
H (3.3104, -0.8812, -1.0875)
H (3.2868, -2.5111, -0.4205)
H (2.7931, -1.1495, 0.5802)
H (1.7245, -1.8200, -3.0461)
H (0.2367, -2.6478, -2.5809)
H (1.8017, -3.3911, -2.2558)



No. 3
A molecular structure, C12H27MnN5O5. Source: OMol25; level of theory: the ωB97M-V functional and the def2-TZVPD basis.

Computed properties:
Net charge: +2
Multiplicity: 2
Expectation value of S²: 0.901
LUMO level (alpha / beta) (eV): -5.25 / -5.25
Frontier orbital gap (alpha / beta) (eV): 9.048 / 8.535

CARTESIAN COORDINATES (ANGSTROEM)
Mn (-0.4829, -0.6445, -0.4026)
C (-0.4310, -2.0120, 4.7563)
N (0.3101, -1.8175, 3.5135)
C (1.6680, -2.3576, 3.5139)
C (-0.2072, -1.2989, 2.4145)
O (0.4307, -1.2147, 1.3446)
C (-1.6503, -0.8068, 2.4392)
O (-1.9780, -0.2956, 1.1516)
C (-2.4649, 1.0350, 1.0861)
C (-1.4131, 1.9215, 0.4358)
O (-0.4545, 1.3683, -0.1552)
N (-1.5558, 3.2295, 0.5014)
C (-0.5605, 4.1187, -0.0964)
C (-2.7118, 3.8597, 1.1449)
H (0.1431, -1.5970, 5.5834)
H (-0.5804, -3.0772, 4.9346)
H (-1.3993, -1.5237, 4.7339)
H (2.2050, -1.9664, 4.3765)
H (2.1770, -2.0692, 2.6023)
H (1.6309, -3.4450, 3.5833)
H (-1.7683, -0.0340, 3.2004)
H (-2.3302, -1.6294, 2.6676)
H (-2.7359, 1.4009, 2.0762)
H (-3.3655, 1.0329, 0.4666)
H (0.3821, 3.5929, -0.2023)
H (-0.4219, 4.9764, 0.5580)
H (-0.9008, 4.4667, -1.0720)
H (-3.6326, 3.3286, 0.9139)
H (-2.8086, 4.8684, 0.7536)
H (-2.5785, 3.9196, 2.2257)
O (-2.0504, -1.0898, -1.5814)
N (-1.7541, -2.3164, -1.6668)
O (-0.7180, -2.5463, -0.9923)
N (2.8005, -1.0079, -4.0951)
C (1.3680, -0.7879, -4.5103)
C (0.4504, -1.1172, -3.3464)
N (0.7651, -0.3453, -2.1334)
C (2.1763, -0.5212, -1.7551)
C (3.1448, -0.1879, -2.8803)
H (3.4306, -0.7766, -4.8657)
H (2.9451, -2.0005, -3.8911)
H (1.1607, -1.4238, -5.3689)
H (1.2916, 0.2556, -4.8162)
H (0.5213, -2.1774, -3.0950)
H (-0.5797, -0.9288, -3.6408)
H (0.5756, 0.6436, -2.2925)
H (2.3058, -1.5605, -1.4405)
H (2.4045, 0.1074, -0.8950)
H (4.1737, -0.4057, -2.5997)
H (3.0735, 0.8567, -3.1828)



No. 4
A molecular structure, C12H27MnN6O2S5. Source: OMol25; level of theory: the ωB97M-V functional and the def2-TZVPD basis.

Computed properties:
Net charge: +1
Multiplicity: 2
Energy relative to the best compared isomer or geometry (same formula, charge and spin) (kcal per mole): 0.00
Expectation value of S²: 0.795
LUMO level (alpha / beta) (eV): -2.32 / -2.31
Frontier orbital gap (alpha / beta) (eV): 7.266 / 7.303

CARTESIAN COORDINATES (ANGSTROEM)
Mn (-0.3431, 0.2914, 0.1281)
N (1.3828, 0.5039, 1.4044)
C (1.1853, -0.1146, 2.7256)
C (0.2984, -1.3371, 2.5467)
N (-0.9054, -1.0127, 1.7564)
C (-1.4466, -2.2263, 1.0997)
C (-2.4549, -1.8664, 0.0156)
N (-1.9212, -0.7826, -0.8303)
C (-1.9551, -0.3371, 2.5558)
C (-1.7945, 1.1759, 2.5911)
N (-1.5144, 1.6518, 1.2266)
H (2.0523, -0.0379, 0.8611)
H (1.7926, 1.4322, 1.4785)
H (0.7322, 0.6153, 3.3928)
H (2.1316, -0.4185, 3.1892)
H (0.0399, -1.7746, 3.5206)
H (0.8552, -2.0923, 1.9875)
H (-1.8975, -2.9134, 1.8270)
H (-0.6016, -2.7354, 0.6348)
H (-3.4040, -1.5340, 0.4370)
H (-2.6778, -2.7653, -0.5670)
H (-2.6816, -0.2118, -1.2063)
H (-1.4408, -1.1677, -1.6457)
H (-1.9939, -0.7537, 3.5698)
H (-2.9168, -0.5511, 2.0933)
H (-0.9774, 1.4819, 3.2400)
H (-2.7056, 1.6225, 3.0023)
H (-1.0770, 2.5719, 1.2401)
H (-2.3844, 1.7897, 0.7087)
C (0.9436, -3.5062, -2.2470)
O (1.9442, -2.4854, -2.3261)
C (1.7471, -1.3830, -1.5983)
O (0.7906, -1.2506, -0.8391)
N (2.7133, -0.4793, -1.8123)
N (2.7596, 0.7160, -1.0661)
H (1.2752, -4.2859, -2.9255)
H (-0.0228, -3.1177, -2.5660)
H (0.8780, -3.8927, -1.2307)
H (3.2972, -0.6206, -2.6325)
H (2.3526, 1.4924, -1.5815)
H (3.7254, 0.9199, -0.8203)
C (0.7710, 5.4324, -2.5866)
S (0.1289, 4.4052, -3.9285)
C (-1.3029, 3.7637, -3.1438)
C (-1.3291, 2.7572, -2.2458)
S (0.0623, 1.8693, -1.6678)
S (-2.9464, 2.3750, -1.6914)
C (-3.8691, 3.5468, -2.5980)
S (-5.4879, 3.6744, -2.4786)
S (-2.8340, 4.4999, -3.5856)
H (1.6785, 5.8967, -2.9630)
H (1.0081, 4.8125, -1.7242)
H (0.0567, 6.2072, -2.3223)